H30O15 | ωB97M-V/def2-TZVPD

- highest occupied orbital energy (eV) = -10.138
- relative energy (zero: lowest compared OMol25 entry of this formula, charge and spin) (kcal per mole) = 37.0

Structure (XYZ):
```
45
Properties=species:S:1:pos:R:3:forces:R:3:mulliken_charge:R:1
O -3.5795 -0.0881 -0.8434 -0.03 0.17 0.18 -0.63
H -4.2425 0.6237 -0.9155 0.29 -0.75 0.27 0.26
H -3.8944 -0.8550 -0.3434 -0.71 0.91 0.13 0.30
O -1.4115 -1.3773 1.0028 -1.90 -0.41 -0.33 -0.49
H -1.0023 -0.9500 1.7509 0.36 0.31 0.73 0.17
H -2.3603 -1.5533 1.2273 1.43 0.55 -0.01 0.25
O -1.2418 -3.9247 0.3585 0.53 -1.96 -0.61 -0.67
H -1.2142 -2.9906 0.3922 0.37 1.72 0.07 0.38
H -2.1078 -4.1485 0.6612 -0.77 -0.45 0.36 0.28
O -0.0991 0.5052 -0.4790 1.59 0.87 0.07 -0.06
H 0.4061 0.5529 0.3551 -0.58 0.02 -0.15 0.07
H -0.7449 -0.1701 -0.3414 -0.78 -1.15 0.26 0.23
O -2.3659 -1.9651 -2.1718 1.67 -2.01 -1.47 -0.62
H -2.5460 -2.9155 -2.0832 -0.07 0.60 0.16 0.31
H -2.9476 -1.4446 -1.6638 -1.09 1.05 0.56 0.32
O 0.4752 -2.1900 -2.1114 1.45 -0.70 1.19 -0.52
H 1.0785 -1.7640 -2.7053 0.08 0.25 -0.67 0.27
H -0.4072 -2.0558 -2.4036 -1.49 0.44 -0.49 0.31
O 1.9426 -2.3774 0.8915 1.49 -0.33 -0.45 -0.60
H 1.1506 -2.0654 1.2843 -1.35 0.17 0.39 0.35
H 1.6876 -2.9532 0.1653 -0.26 0.02 -0.07 0.29
O 2.5526 0.3173 -1.2279 -0.26 -0.76 -0.34 -0.77
H 2.8586 -0.4985 -1.6781 -0.25 0.75 0.62 0.35
H 1.5819 0.2097 -1.0613 0.34 -0.25 -0.31 0.36
O 3.7138 0.0391 1.4506 -0.76 1.56 -0.45 -0.68
H 3.8423 -0.8678 1.6679 0.00 -1.21 -0.22 0.29
H 3.1632 0.1054 0.6313 0.81 -0.53 0.67 0.39
O -1.7376 2.6166 -0.9697 -2.33 3.38 -0.76 -0.65
H -1.2805 1.8570 -0.7357 1.58 -2.08 1.11 0.38
H -2.0001 3.0923 -0.1554 0.52 -0.92 -0.72 0.29
O 1.7701 2.7817 -0.2752 -0.67 -1.05 0.60 -0.58
H 2.3505 2.0898 -0.6314 0.06 0.36 -0.12 0.36
H 2.1883 3.6147 -0.3849 0.71 0.99 -0.41 0.22
O 0.6120 1.4677 -3.4919 0.91 0.18 -0.51 -0.64
H -0.3000 1.2644 -3.3653 -1.11 -0.05 0.23 0.32
H 1.0747 0.7795 -3.0147 0.20 0.02 0.22 0.31
O 1.2718 2.6172 2.4680 -0.38 -0.06 0.81 -0.65
H 1.3759 2.8387 1.5251 0.10 0.16 -0.16 0.41
H 0.8546 3.3467 2.9553 0.42 -0.17 -0.60 0.29
O -1.4663 2.1387 1.8264 -0.39 0.13 0.47 -0.64
H -0.5408 1.9077 1.9890 0.16 0.21 -0.03 0.35
H -1.5997 2.9458 2.3448 0.02 -0.32 -0.12 0.26
O 0.7585 -0.3394 2.4801 -2.01 0.65 0.75 -0.65
H 1.6741 -0.5077 2.4040 2.07 -0.15 -0.35 0.24
H 0.7066 0.2900 3.2220 0.02 -0.18 -0.51 0.23
```
Positions in Å, forces in eV/Å.

***

H30O15 | ωB97M-V/def2-TZVPD

- highest occupied orbital energy (eV) = -9.338
- relative energy (zero: lowest compared OMol25 entry of this formula, charge and spin) (kcal per mole) = 124.6

Structure (XYZ):
```
45
Properties=species:S:1:pos:R:3:forces:R:3:mulliken_charge:R:1
H 0.6863 0.8568 0.8781 -1.69 -1.83 1.42 0.26
H -0.3582 -0.0030 0.2238 -0.88 -0.38 -0.41 0.18
H -4.7803 -0.4382 -0.3298 -0.16 0.02 -0.73 0.30
H -5.8974 -0.0187 0.6651 0.34 -0.08 -0.27 0.30
H 1.2709 -2.9091 -0.4311 0.08 1.63 0.39 0.22
H 1.4588 -1.5372 0.3369 0.16 -0.04 1.20 0.26
H 1.2652 3.2109 -2.0265 0.68 -0.41 -0.50 0.34
H 2.5309 2.8114 -2.8576 -0.14 0.29 -0.16 0.28
H -1.5581 1.1797 -2.0602 -1.01 0.09 2.09 0.32
H -2.5494 0.6878 -0.8839 0.31 0.16 -0.30 0.23
H 1.8858 1.7613 -0.2341 -0.77 -0.33 0.15 0.22
H 2.9881 2.2348 -1.1131 -0.90 0.01 2.20 0.37
H 3.4128 2.7079 2.7154 1.23 1.81 1.36 0.23
H 3.0786 1.1810 2.8883 -0.17 1.63 -0.67 0.30
H 0.1180 -0.1855 2.9807 1.72 1.77 1.48 0.30
H 0.3930 1.2391 3.6118 -0.25 0.32 -0.12 0.29
H -1.2802 -3.0038 3.3057 -0.53 -0.85 -1.30 0.31
H -1.4509 -4.1268 2.2240 1.66 -3.63 -0.76 0.27
H -3.2619 -2.4364 -0.3454 -0.56 -0.40 0.44 0.26
H -2.0323 -2.8321 -1.2128 -0.75 0.99 0.93 0.27
H 1.2641 -0.9105 -3.5020 -1.64 0.79 1.29 0.26
H 0.0969 -1.2907 -2.5287 0.11 -0.69 0.47 0.19
H 2.3710 -3.0522 3.2619 0.03 0.18 -0.17 0.29
H 3.7267 -2.6487 2.6863 -0.61 0.06 -0.20 0.30
H -0.9463 2.5014 1.2396 -1.91 1.19 -0.43 0.29
H -1.6476 3.6864 0.4389 0.08 -0.65 0.40 0.30
H 1.7851 0.3887 -1.0649 -2.43 -1.08 0.77 0.14
H 2.9977 -0.4480 -1.5286 -0.56 -0.22 0.37 0.27
H -1.8976 -1.3257 -3.3975 -1.38 1.03 -1.91 0.29
H -3.1625 -1.1711 -4.3764 -1.54 -0.88 0.08 0.28
O -0.0241 0.1407 1.1099 2.38 2.27 -1.17 -0.32
O -4.9677 -0.2727 0.5850 -0.17 0.01 0.90 -0.60
O 1.2082 -1.9201 -0.4909 -0.25 -1.99 -1.38 -0.48
O 1.7069 2.4741 -2.4972 -1.35 1.03 -0.92 -0.57
O -1.9005 1.3691 -1.1189 0.98 -0.46 -2.06 -0.55
O 2.6055 2.3537 -0.1920 2.10 2.29 -0.49 -0.58
O 3.0085 1.9914 2.3086 -1.20 -3.58 -0.11 -0.52
O 0.7454 0.3525 3.5986 -1.22 -2.07 -0.91 -0.63
O -1.7428 -3.3208 2.4891 -1.14 4.45 2.08 -0.57
O -2.4551 -2.0905 -0.7054 1.31 -0.51 -1.36 -0.52
O 0.5041 -0.5438 -2.9484 1.13 -0.12 -1.78 -0.48
O 2.7742 -2.6568 2.4772 0.54 -0.21 0.28 -0.58
O -1.7915 3.0532 1.1652 1.71 -0.50 0.26 -0.62
O 2.5709 0.4116 -1.5280 3.89 -1.09 -2.27 -0.55
O -2.3053 -0.8553 -4.1983 2.77 -0.04 1.78 -0.58
```
Positions in Å, forces in eV/Å.

***

H30O15 | ωB97M-V/def2-TZVPD

- highest occupied orbital energy (eV) = -10.103
- relative energy (zero: lowest compared OMol25 entry of this formula, charge and spin) (kcal per mole) = 153.4

Structure (XYZ):
```
45
Properties=species:S:1:pos:R:3:forces:R:3:mulliken_charge:R:1
H 0.0096 0.6663 0.4994 -0.26 3.86 1.51 0.27
H 0.6178 -0.6775 0.9388 -1.22 1.10 -0.86 0.22
H 1.1823 0.0859 -4.4645 1.83 0.54 -0.96 0.39
H 0.3929 -0.1423 -3.2380 0.19 -1.69 -2.15 0.36
H -2.9004 3.3449 1.0638 -0.20 -0.84 -0.06 0.30
H -1.9832 3.3594 -0.1329 -1.58 -1.85 0.90 0.26
H 2.4235 2.1718 4.6216 0.08 0.27 -1.90 0.34
H 1.9937 3.2313 3.6142 -0.10 0.40 -0.08 0.32
H -0.7351 0.7362 -2.4344 -0.81 0.28 0.30 0.39
H 0.0246 1.6852 -1.5713 0.49 5.67 1.07 0.17
H -3.1297 1.0243 2.3446 -0.06 -0.11 0.02 0.37
H -4.4271 1.8116 2.4555 -2.73 0.54 2.65 0.24
H -2.4653 -2.0969 -2.0155 0.34 0.17 0.60 0.32
H -2.3394 -2.9184 -3.2659 1.97 1.05 1.66 0.30
H 4.1290 -3.2007 -0.2770 1.18 2.36 0.98 0.36
H 3.6289 -1.8826 0.2916 -1.93 1.21 0.93 0.32
H -4.1519 -0.9528 1.6252 0.52 0.05 0.20 0.29
H -3.1358 -1.9200 2.1924 0.92 -3.21 0.03 0.23
H -2.7667 -3.6168 0.5689 0.14 -0.29 -0.14 0.27
H -1.3581 -3.5427 -0.0016 1.81 -1.46 -1.02 0.27
H 3.0273 -2.3205 -1.4468 1.36 -0.66 1.22 0.24
H 2.6738 -1.2103 -2.3041 -0.61 -0.70 -0.19 0.28
H 1.9315 -3.9813 2.5487 -0.18 0.15 2.06 0.32
H 2.5425 -4.0108 4.0169 -0.01 -0.03 -0.33 0.32
H 0.1472 1.3559 -4.8853 0.28 0.51 -0.13 0.38
H 0.6374 1.5524 -3.5343 0.07 0.22 1.31 0.44
H 2.0386 4.6081 -0.4052 -0.55 0.26 0.42 0.32
H 1.7545 4.0680 -1.7288 -1.53 0.73 1.02 0.32
H 0.3770 0.7746 3.2113 1.57 -0.69 0.49 0.27
H 0.1650 2.2001 2.5927 0.23 -0.69 0.31 0.25
O 0.0459 -0.2005 0.2734 1.62 -5.90 0.81 -0.45
O 0.4398 -0.4164 -4.2256 -1.83 -2.09 3.04 -0.74
O -2.6269 2.7189 0.3717 2.94 3.57 -2.28 -0.54
O 2.4292 2.3803 3.6367 0.19 -0.59 2.04 -0.66
O -0.0847 0.8266 -1.7341 -0.47 -4.81 -2.48 -0.70
O -3.7552 1.6012 1.8918 1.64 -1.05 -1.37 -0.62
O -1.7513 -2.4796 -2.5388 -2.21 -1.22 -2.27 -0.62
O 4.4317 -2.2632 0.0352 0.88 -3.71 -1.54 -0.66
O -3.3334 -1.0359 2.1405 -1.32 3.14 -0.08 -0.56
O -2.0547 -3.0286 0.3080 -2.09 1.61 1.16 -0.52
O 2.3971 -2.1284 -2.0995 -0.84 1.43 -1.39 -0.55
O 1.7241 -3.8714 3.5260 0.19 -0.11 -1.73 -0.63
O 0.8385 1.8433 -4.4052 0.05 2.23 -1.49 -0.71
O 1.2473 4.4707 -0.9515 2.06 -1.07 -1.49 -0.63
O -0.2515 1.3803 2.8916 -2.00 1.40 -0.77 -0.52
```
Positions in Å, forces in eV/Å.

***

H30O15 | ωB97M-V/def2-TZVPD

- highest occupied orbital energy (eV) = -10.151
- relative energy (zero: lowest compared OMol25 entry of this formula, charge and spin) (kcal per mole) = 154.2

Structure (XYZ):
```
45
Properties=species:S:1:pos:R:3:forces:R:3:mulliken_charge:R:1
H -0.3259 -0.1898 -1.3538 -0.17 -0.33 0.03 0.30
H 0.7523 0.4914 -0.5346 0.03 -0.20 -0.62 0.41
H -0.0456 1.8495 0.2243 -1.59 1.28 -3.31 0.27
H -0.3704 1.0538 1.4206 1.56 1.19 -0.39 0.19
H 1.3008 3.2058 0.1537 -0.10 -0.30 -0.71 0.31
H 2.8579 2.8454 0.4663 -2.56 1.14 0.48 0.31
H 2.4012 -3.6672 -1.6643 1.02 0.79 0.58 0.32
H 1.7959 -2.3467 -1.3201 2.57 -0.62 0.15 0.33
H -2.0066 -0.8854 4.2115 -0.13 -0.85 -1.24 0.29
H -1.6184 -0.7028 2.7795 0.60 1.33 -0.99 0.34
H 2.9574 0.4857 1.6696 -0.84 -0.04 0.08 0.28
H 4.3910 0.6775 1.3977 0.04 0.39 0.36 0.29
H 3.7296 -0.7738 -3.2337 0.30 0.73 0.07 0.31
H 3.6532 -1.1923 -1.6619 -0.54 -0.86 -3.54 0.27
H 1.1126 -2.1675 2.5536 1.95 -1.11 0.65 0.31
H 2.6215 -2.3569 3.1288 -0.50 0.24 -0.12 0.31
H 4.6772 1.9088 -1.1645 -0.60 -1.37 -1.10 0.29
H 4.3870 0.4270 -1.2001 0.32 -3.40 2.58 0.25
H -3.2381 -3.8979 0.4057 -0.81 -3.94 -0.28 0.26
H -2.8140 -2.8830 1.4804 -0.94 -0.75 -0.82 0.31
H -1.7162 2.7654 -1.1323 0.01 -1.58 0.46 0.21
H -1.5366 3.6238 -2.3861 -0.31 0.32 3.04 0.37
H -1.6258 -1.9864 0.7076 -0.49 -0.11 0.68 0.25
H -0.4367 -2.3897 -0.1407 -2.14 1.53 -0.23 0.32
H -4.9772 2.9740 -0.7828 0.20 0.24 -0.06 0.32
H -3.9894 2.0391 -1.5587 -1.41 0.39 0.59 0.31
H -2.5386 2.3355 2.9852 1.38 -1.03 -0.30 0.27
H -2.3299 1.5288 1.7602 -0.52 -0.32 -1.01 0.30
H -3.8365 -1.3433 -4.1330 0.05 -0.42 0.74 0.32
H -3.4981 -1.3529 -2.6219 0.07 0.12 0.17 0.30
O 0.4665 0.3442 -1.4599 0.15 0.20 0.43 -0.65
O 0.3552 1.6093 0.9989 -0.29 -3.05 3.90 -0.51
O 2.0375 3.4076 0.7055 3.32 0.06 0.16 -0.58
O 2.7138 -2.8115 -1.2683 -4.99 -2.52 1.74 -0.67
O -2.0110 -1.3465 3.3296 -0.47 -0.50 2.10 -0.61
O 3.6365 1.1446 1.7941 0.92 -0.39 -0.50 -0.59
O 3.4643 -1.4779 -2.6416 1.49 2.24 0.82 -0.55
O 1.8758 -2.8094 2.7132 -1.50 0.90 -0.48 -0.61
O 4.3429 1.1486 -1.7269 0.45 5.13 -1.43 -0.56
O -3.0676 -3.0243 0.5347 -0.46 3.29 2.32 -0.58
O -1.6756 3.6729 -1.3548 0.35 1.13 -3.53 -0.61
O -1.2952 -1.8206 -0.1529 4.82 0.13 -1.48 -0.55
O -4.8978 2.0978 -1.1632 1.24 -0.57 -0.54 -0.62
O -1.8794 1.7015 2.5740 -1.39 1.24 1.42 -0.58
O -3.7996 -1.9122 -3.3384 -0.11 0.23 -0.87 -0.62
```
Positions in Å, forces in eV/Å.

***

no.,orbital gap (eV)
1,9.8
2,9.2
3,10.0
4,9.6